# C26H35N4O3RhS2

A structure of composition C26H35N4O3RhS2 in a non-equilibrium geometry (wB97M-V/def2-TZVPD, the Open Molecules 2025 dataset).

* E: -64308.741 eV
* multiplicity: 5
* energy relative to the best compared isomer or geometry (same formula, charge and spin): 151.0 kJ/mol
* HOMO level (spin up / spin down): -6.3 / -7.5 eV
* gap between HOMO and LUMO (spin up / spin down): 6.835 / 6.845 eV

Positions of all 71 atoms, in Å:
Rh1 1.14671 0.55465 -0.89763
C1 1.12203 -3.03287 -4.03261
C2 1.45006 -1.81342 -3.15698
S1 0.21057 -1.31399 -2.14324
C3 2.72339 -1.23131 -3.23240
C4 3.78170 -1.55249 -4.24523
S2 3.18204 0.08334 -2.19012
H1 1.57113 -3.91555 -3.59782
H2 1.52587 -2.84480 -5.01920
H3 0.02665 -3.21455 -4.09234
H4 4.59919 -2.03128 -3.69117
H5 4.06867 -0.62939 -4.70954
H6 3.42247 -2.25465 -4.94775
C5 -1.18356 4.02220 -3.09259
C6 0.11349 3.39839 -2.53147
O1 0.09565 2.18931 -2.41311
N1 1.12889 4.21963 -2.13186
C7 2.27861 3.75638 -1.44777
C8 2.02005 3.67885 0.04674
C9 2.15093 4.72252 0.93852
C10 1.70190 4.50604 2.25855
C11 1.13297 3.28343 2.65714
C12 1.07254 2.25994 1.67846
N2 1.50880 2.48040 0.43591
H7 -1.53515 3.43630 -3.98055
H8 -1.16922 5.11085 -3.24692
H9 -1.99804 3.85918 -2.35698
H10 0.96736 5.16726 -2.43273
H11 3.23250 4.26531 -1.79106
H12 2.40370 2.72176 -1.75502
H13 2.38187 5.71600 0.59821
H14 1.84588 5.36682 2.95031
H15 0.78181 3.01401 3.72277
H16 0.76515 1.29708 1.87471
C13 -3.41020 -3.22515 1.48171
N3 -3.53240 -1.90818 0.82661
N4 -2.50419 -1.05728 1.22914
C14 -2.19680 -0.16363 0.15305
O2 -1.39636 0.74361 0.24877
C15 -2.90717 -0.69575 -0.97123
C16 -3.67987 -1.72041 -0.50713
C17 -4.42524 -2.69487 -1.34973
C18 -2.37632 -0.66098 2.57416
C19 -3.54655 -0.57241 3.36929
C20 -3.50118 -0.01689 4.60951
C21 -2.25121 0.27558 5.15058
C22 -1.10344 0.09342 4.40555
C23 -1.12844 -0.34390 3.12049
H17 -3.99024 -3.28147 2.36360
H18 -2.37425 -3.37871 1.71051
H19 -3.72556 -4.00390 0.84454
H20 -2.78534 -0.35741 -1.96347
H21 -4.54655 -2.27701 -2.36590
H22 -5.34461 -3.06139 -0.94755
H23 -3.77455 -3.59557 -1.36618
H24 -4.53590 -0.75473 2.94778
H25 -4.38767 0.31475 5.11068
H26 -2.18665 0.69585 6.19319
H27 -0.14184 0.46017 4.84244
H28 -0.25159 -0.51796 2.51712
C24 1.32910 -2.72674 1.29549
C25 2.34395 -1.88969 0.57866
C26 3.73809 -1.85025 1.15690
O3 1.75826 -0.52393 0.81578
H29 1.53766 -3.80490 1.14108
H30 0.41452 -2.47520 0.87810
H31 1.42982 -2.56707 2.38738
H32 2.45998 -2.09590 -0.47127
H33 3.75297 -1.44610 2.16666
H34 4.55793 -1.31030 0.67227
H35 4.15522 -2.88107 1.12617



# C26H36AlIN6O3P

A structure of composition C26H36AlIN6O3P in a non-equilibrium geometry (wB97M-V/def2-TZVPD, the Open Molecules 2025 dataset).

* E: -66617.726 eV
* charge: -1
* energy relative to the best compared isomer or geometry (same formula, charge and spin): 176.4 kJ/mol
* HOMO level: -5.0 eV
* gap between HOMO and LUMO: 7.157 eV

Positions of all 74 atoms, in Å:
O1 1.51937 2.10042 4.25026
P1 1.49246 2.47808 2.54372
I1 1.39237 4.93994 2.43937
Al1 3.56691 1.72724 1.68434
O2 4.65285 2.99700 0.79703
C1 5.43865 3.75660 1.81625
C2 5.05795 3.26512 3.35716
O3 4.63836 1.85672 3.26834
H1 0.97054 1.27572 4.44692
H2 3.55948 0.26844 1.01702
H3 6.60875 3.65037 1.78563
H4 5.12913 4.88775 1.71185
H5 5.91967 3.23002 4.16035
H6 4.32079 4.07115 3.77878
N1 -1.87355 2.44547 0.77404
C3 -2.73384 3.22337 0.04375
C4 -3.58313 2.38689 -0.64561
C5 -3.22627 1.05781 -0.31481
C6 -2.16972 1.12350 0.56571
H7 -1.13619 2.79254 1.37359
H8 -2.66718 4.30260 0.07581
H9 -4.37500 2.70014 -1.31355
H10 -3.69049 0.15047 -0.67913
H11 -1.60396 0.34476 1.05951
N2 0.98253 -2.42578 2.16113
C7 0.97680 -3.67817 2.71792
C8 1.39489 -3.56478 4.02503
C9 1.65631 -2.19494 4.26679
C10 1.39054 -1.51413 3.09982
H12 0.72507 -2.20816 1.20720
H13 0.67805 -4.54074 2.13745
H14 1.49908 -4.38038 4.72879
H15 2.00068 -1.75263 5.19267
H16 1.45792 -0.46199 2.85731
N3 5.06976 0.11179 -1.59309
C11 6.13430 -0.74892 -1.52612
C12 5.82881 -1.86286 -2.27580
C13 4.53693 -1.66435 -2.81883
C14 4.09300 -0.43578 -2.38354
H17 5.01402 1.01073 -1.13218
H18 7.01504 -0.49644 -0.95100
H19 6.46791 -2.72474 -2.41736
H20 3.98964 -2.34411 -3.45906
H21 3.16760 0.09367 -2.56705
N4 -1.90153 -4.41552 3.62086
C15 -3.13608 -3.82690 3.53154
C16 -4.08485 -4.78163 3.82229
C17 -3.39800 -5.98700 4.10259
C18 -2.05113 -5.73150 3.97373
H22 -1.01829 -3.95128 3.45353
H23 -3.23358 -2.78230 3.26790
H24 -5.15588 -4.62638 3.83267
H25 -3.83842 -6.93875 4.37032
H26 -1.18875 -6.37211 4.10129
N5 -0.33908 0.51770 -3.13605
C19 -0.64322 1.15352 -4.31154
C20 0.00740 0.49615 -5.33171
C21 0.72444 -0.57750 -4.75174
C22 0.49025 -0.54234 -3.39533
H27 -0.67481 0.78782 -2.22065
H28 -1.29354 2.01792 -4.32123
H29 -0.03130 0.76053 -6.38049
H30 1.34434 -1.29906 -5.26804
H31 0.84288 -1.17840 -2.59443
N6 -6.65259 2.50684 -3.52811
C23 -6.95672 3.14265 -4.70361
C24 -6.30610 2.48528 -5.72378
C25 -5.58906 1.41163 -5.14381
C26 -5.82325 1.44680 -3.78740
H32 -6.98831 2.77695 -2.61271
H33 -7.60704 4.00706 -4.71330
H34 -6.34480 2.74966 -6.77256
H35 -4.96917 0.69007 -5.66011
H36 -5.47063 0.81073 -2.98650



# C26H36AsCl2O2P2Pb

A structure of composition C26H36AsCl2O2P2Pb in a non-equilibrium geometry (wB97M-V/def2-TZVPD, the Open Molecules 2025 dataset).

* E: -141323.008 eV
* charge: +3
* HOMO level (spin up / spin down): -16.6 / -16.6 eV
* gap between HOMO and LUMO (spin up / spin down): 3.419 / 3.453 eV

Positions of all 70 atoms, in Å:
C1 1.18403 -0.00113 -5.93405
C2 0.90607 0.21782 -4.48597
H1 2.26358 -0.00054 -6.10985
H2 0.71844 0.79907 -6.52167
H3 0.77372 -0.96906 -6.24733
O1 1.70641 0.30312 -3.57543
Cl1 -0.85506 0.35693 -4.16061
Pb1 -0.16444 -0.07182 -0.90684
P1 -0.20480 2.85934 -0.48894
C3 0.81192 3.90645 0.61628
C4 -0.13084 3.75622 -2.07353
H4 -0.33424 4.82289 -1.91863
H5 -2.10464 4.34385 -0.08054
H6 -0.86498 3.30864 -2.75635
H7 -2.62586 2.64487 -0.43176
H8 1.87366 3.71522 0.40485
H9 0.87640 3.61105 -2.48550
C5 -1.89974 3.27897 0.09420
H10 0.58897 4.97033 0.45862
H11 -1.94091 3.04510 1.16485
H12 0.59580 3.61309 1.65405
P2 0.06865 -2.90806 -0.03254
C6 1.17338 -3.79828 1.10075
C7 -1.57765 -3.41953 0.58420
H13 -0.54895 -3.52176 -2.27196
H14 -0.02377 -4.96079 -1.31370
H15 1.18986 -3.79304 -1.95639
C8 0.17910 -3.90720 -1.54758
H16 -2.35479 -2.90197 0.00417
H17 -1.67595 -4.51146 0.49546
H18 1.02560 -4.88670 1.01236
H19 0.96002 -3.45861 2.12447
H20 -1.65525 -3.10752 1.63323
H21 2.21404 -3.53779 0.85887
Cl2 -2.67538 -0.32488 -1.10487
O2 -0.40026 0.15686 1.54680
As1 -0.23235 0.06772 3.24570
C9 -1.41158 -1.29984 3.91266
C10 -2.79921 -1.18446 3.72078
C11 -3.65392 -2.14487 4.27916
C12 -3.13046 -3.25205 4.94943
C13 -1.74736 -3.40119 5.06495
C14 -0.88283 -2.43631 4.54054
C15 1.59304 -0.38982 3.70331
C16 1.98245 -0.71412 5.01247
C17 3.31689 -1.05243 5.28968
C18 4.25976 -1.06622 4.26283
C19 3.88575 -0.70701 2.96252
C20 2.55278 -0.35590 2.68869
C21 -0.61724 1.79915 4.00500
C22 -1.90934 2.34111 3.92547
C23 -2.17204 3.59105 4.50294
C24 -1.14897 4.30986 5.12443
C25 0.13986 3.78409 5.16638
C26 0.41946 2.53902 4.59660
H22 -3.20694 -0.35684 3.13243
H23 -4.73251 -2.01532 4.18140
H24 -3.80053 -4.00640 5.36133
H25 -1.32269 -4.26547 5.57427
H26 0.19767 -2.56978 4.63284
H27 1.25060 -0.70314 5.81257
H28 3.62762 -1.30353 6.30749
H29 5.29468 -1.35099 4.47513
H30 4.63427 -0.69289 2.16058
H31 2.22207 -0.05440 1.69358
H32 -2.71048 1.78942 3.42282
H33 -3.18802 3.98283 4.46445
H34 -1.36098 5.28003 5.56939
H35 0.95074 4.32391 5.65306
H36 1.43518 2.14162 4.62852